No. 1
A single C5H8O molecule, computed with the ωB97M-V functional and the def2-TZVPD basis.

ORCA input file:
```
! RIJCOSX wB97M-V def2-TZVPD def2/J DEFGRID3
* xyz 0 1
O 1.2869 -1.2126 -1.7596
C 0.5052 -0.3456 -1.0335
C -0.4744 -1.0116 -0.1354
C -1.1104 -0.0855 0.8436
C -0.4883 1.0621 1.1325
C 0.7494 1.4303 0.4412
H 1.0978 -2.1337 -1.5140
H 0.2312 0.4694 -1.6900
H 0.1274 -1.7332 0.4437
H -1.2258 -1.6053 -0.6781
H -1.9958 -0.4233 1.3679
H -0.8311 1.6290 2.0032
H 0.7430 1.9017 -0.5206
H 1.3847 2.0583 1.0991
*
```

Calculated values
- Total energy: -270.408864 hartree
- ΔE to the lowest compared entry with this formula, charge and spin: 4.055 eV
- Lowest unoccupied orbital energy (spin up / spin down): 0.63 / 0.65 eV

Table of Löwdin atomic charges, one value per atom, all in e: -0.002 -0.181 -0.213 -0.136 -0.195 -0.024 0.102 0.108 0.136 0.130 0.095 0.098 0.021 0.059


No. 2
6 unconnected molecules or ions with the total composition C18H36ClFN2O22S5, computed with the ωB97M-V functional and the def2-TZVPD basis.

ORCA input file:
```
! RIJCOSX wB97M-V def2-TZVPD def2/J DEFGRID3
* xyz 0 1
N 1.5080 0.5706 3.2413
C 2.3197 1.4546 2.3869
C 1.8158 1.3763 0.9508
C 0.5727 2.2228 0.6490
C 0.6070 3.6407 1.2078
N 0.0048 3.7605 2.5790
Cl 0.5572 5.2470 3.2827
C -1.4098 3.7362 2.6367
O -2.1369 4.6462 2.9351
O -1.8403 2.5029 2.3237
C -3.1335 2.1399 2.8256
C -3.6141 0.8553 2.1382
C -2.8172 0.4712 0.9028
F -3.6157 -0.3308 0.0861
H 1.6266 0.8211 4.2158
H 1.8562 -0.3775 3.1492
H 3.3745 1.1567 2.3933
H 2.2765 2.4677 2.7890
H 2.6176 1.6460 0.2581
H 1.5758 0.3303 0.7713
H 0.4786 2.3169 -0.4351
H -0.3150 1.6900 0.9680
H 0.0675 4.3132 0.5343
H 1.6251 4.0156 1.2801
H -3.8421 2.9513 2.6674
H -3.0413 1.9788 3.9003
H -4.6472 0.9856 1.8133
H -3.6078 0.0330 2.8523
H -2.5267 1.3421 0.3171
H -1.9289 -0.1108 1.1483
C 0.8596 -3.3986 -1.2912
C 1.1023 -2.3468 -2.3525
O 1.9856 -1.4076 -1.7002
S 2.9592 -2.1789 -0.7117
O 4.2121 -2.4174 -1.3330
O 2.8972 -1.5356 0.5540
O 2.1488 -3.5450 -0.6552
H 0.1421 -3.0585 -0.5414
H 0.5631 -4.3623 -1.6932
H 0.2009 -1.8199 -2.6498
H 1.6104 -2.7715 -3.2152
C -3.5426 5.4347 6.7426
C -3.7411 4.2483 5.8224
O -4.2074 3.2120 6.7015
S -5.1099 3.8404 7.8579
O -6.4836 3.7376 7.5179
O -4.6346 3.3527 9.1013
O -4.6591 5.3551 7.6448
H -2.6178 5.3540 7.3153
H -3.5764 6.3876 6.2235
H -2.8234 3.9300 5.3401
H -4.5024 4.4456 5.0661
C 4.2954 -3.1457 -6.7864
C 3.8426 -4.3280 -7.6233
O 3.0331 -5.0913 -6.7146
S 2.2581 -4.1172 -5.7215
O 0.9402 -3.8708 -6.1850
O 2.4855 -4.5733 -4.3975
O 3.1306 -2.8155 -6.0126
H 5.1078 -3.4101 -6.1087
H 4.5696 -2.2789 -7.3804
H 4.6622 -4.9555 -7.9603
H 3.2322 -4.0176 -8.4725
C 1.9168 -7.9888 -0.0516
C 0.5499 -8.6174 0.1446
O -0.2501 -8.0019 -0.8776
S 0.6343 -7.7305 -2.1777
O 0.4622 -8.7696 -3.1253
O 0.4498 -6.3737 -2.5507
O 2.0530 -7.9172 -1.4793
H 1.9688 -6.9802 0.3611
H 2.7285 -8.5946 0.3405
H 0.1060 -8.3911 1.1094
H 0.5690 -9.6961 -0.0173
C -1.1347 4.8472 -4.1474
C -1.5052 5.2865 -2.7437
O -0.5572 4.5941 -1.9152
S 0.8440 4.4626 -2.6722
O 1.7141 5.5019 -2.2566
O 1.2487 3.1048 -2.6225
O 0.3012 4.8177 -4.1292
H -1.5068 3.8470 -4.3731
H -1.4546 5.5473 -4.9136
H -2.5054 4.9852 -2.4471
H -1.3796 6.3612 -2.6054
*
```

Calculated values
- Total energy: -5023.103031 hartree
- SMILES: NCCCCN(Cl)C(=O)OCCCF.O=S1(=O)OCCO1.O=S1(=O)OCCO1.O=S1(=O)OCCO1.O=S1(=O)OCCO1.O=S1(=O)OCCO1
- Lowest unoccupied orbital energy: 0.28 eV

Table of Löwdin atomic charges, one value per atom, all in e: 0.008 -0.278 -0.190 -0.167 -0.217 -0.387 0.709 -0.615 0.068 -0.023 -0.137 -0.119 -0.200 -0.065 0.059 0.059 0.107 0.091 0.118 0.077 0.088 0.077 0.105 0.102 0.124 0.126 0.119 0.117 0.114 0.122 -0.136 -0.131 -0.186 0.582 -0.215 -0.236 -0.189 0.134 0.100 0.140 0.098 -0.145 -0.168 -0.191 0.590 -0.220 -0.218 -0.189 0.136 0.138 0.113 0.137 -0.148 -0.152 -0.183 0.583 -0.211 -0.218 -0.188 0.136 0.136 0.136 0.134 -0.148 -0.153 -0.187 0.597 -0.207 -0.224 -0.182 0.133 0.136 0.135 0.134 -0.151 -0.148 -0.211 0.583 -0.210 -0.216 -0.185 0.135 0.136 0.136 0.136


No. 3
A single C3H2F2 molecule, computed with the ωB97M-V functional and the def2-TZVPD basis.

ORCA input file:
```
! RIJCOSX wB97M-V def2-TZVPD def2/J DEFGRID3
* xyz 0 1
C -0.5519 0.1289 0.1115
C 0.8636 0.5623 -0.0802
C 2.0489 0.7625 0.0578
H -1.2673 0.8198 0.5575
H 3.0537 0.7465 0.3505
F -0.6052 -0.9797 0.9219
F -1.1670 -0.1635 -1.0823
*
```

Calculated values
- Total energy: -315.158457 hartree
- ΔE to the lowest compared entry with this formula, charge and spin: 0.267 eV
- SMILES: C#CC(F)F
- Lowest unoccupied orbital energy: 0.95 eV

Table of Löwdin atomic charges, one value per atom, all in e: -0.383 -0.007 0.144 0.148 0.028 0.042 0.029


No. 4
A molecular structure, C3H4F2O, computed with the ωB97M-V functional and the def2-TZVPD basis.

ORCA input file:
```
! RIJCOSX wB97M-V def2-TZVPD def2/J DEFGRID3
* xyz 0 1
C 0.1881 0.1349 0.8722
C 1.2109 -0.0927 -0.2994
C -0.5718 -0.8019 0.0185
O -1.6568 -0.5888 -0.7222
F 2.2187 -0.9492 -0.3950
F -0.3403 -2.0941 0.3819
H 0.3652 -0.2887 1.8240
H -0.2661 1.0766 1.0996
H 0.9973 0.3739 -1.2196
H -2.3452 -0.1072 -0.2172
*
```

Calculated values
- Total energy: -391.561953 hartree
- ΔE to the lowest compared entry with this formula, charge and spin: 3.016 eV
- Lowest unoccupied orbital energy: 0.50 eV

Table of Löwdin atomic charges, one value per atom, all in e: -0.056 -0.112 -0.455 0.096 0.035 0.053 0.102 0.103 0.100 0.134


No. 5
A molecular structure, C53H45N4O4PSbSe5TeTl, computed with the ωB97M-V functional and the def2-TZVPD basis.

ORCA input file:
```
! RIJCOSX wB97M-V def2-TZVPD def2/J DEFGRID3
* xyz -2 1
Tl -0.6206 -1.1799 0.3616
O 0.7897 -5.0383 2.5542
C 0.4524 -4.1617 1.7630
O -0.0777 -3.0598 2.0415
C 0.7663 -4.4335 0.2739
C 1.4704 -5.6134 -0.0437
C 1.8990 -5.8147 -1.3215
C 1.6693 -4.8122 -2.2879
C 2.1766 -4.8686 -3.5995
C 1.9663 -3.8360 -4.4703
C 1.2056 -2.7230 -4.0852
C 0.6576 -2.6622 -2.8338
C 0.9024 -3.6840 -1.8942
N 0.4442 -3.5391 -0.6294
H 1.6562 -6.3049 0.7648
H 2.4231 -6.7191 -1.6067
H 2.7388 -5.7447 -3.8950
H 2.3893 -3.8769 -5.4642
H 1.0509 -1.9175 -4.7905
H 0.0529 -1.8210 -2.5214
C 5.3688 2.5647 3.0359
C 3.9763 2.2310 2.5858
C 2.8855 3.0179 2.8779
C 1.5898 2.6614 2.4910
C 0.5089 3.5365 2.9102
O 0.6859 4.7239 3.1908
C -0.8622 2.9822 3.1430
C -1.9648 3.7980 2.8904
C -3.2168 3.4600 3.3702
C -3.3861 2.3014 4.1148
C -2.3033 1.4610 4.3306
C -1.0512 1.7944 3.8451
C 1.3516 1.5071 1.6701
O 0.2022 1.2306 1.2339
C 2.5187 0.7150 1.3693
C 3.7553 1.0601 1.8561
C 2.4411 -0.5041 0.5382
N 2.0671 -0.5755 -0.6836
C 1.7467 0.5891 -1.4617
C 3.0290 1.2899 -1.8632
Te 2.6640 2.8891 -3.2703
C 1.7536 4.1827 -1.8368
C 2.3479 4.4237 -0.6090
C 1.7428 5.2700 0.3035
C 0.5379 5.8776 -0.0040
C -0.0511 5.6470 -1.2342
C 0.5558 4.8045 -2.1490
C 2.9478 -1.7512 1.1381
C 3.5646 -2.6934 0.3206
C 4.0827 -3.8573 0.8547
C 3.9788 -4.0998 2.2142
C 3.3548 -3.1741 3.0329
C 2.8445 -2.0050 2.5019
H 5.3866 3.5013 3.5872
H 6.0415 2.6498 2.1812
H 5.7533 1.7764 3.6832
H 2.9915 3.9261 3.4598
H -1.8202 4.7134 2.3341
H -4.0625 4.1116 3.1915
H -4.3566 2.0599 4.5305
H -2.4394 0.5474 4.8919
H -0.2110 1.1409 4.0264
H 4.5948 0.4106 1.6355
H 1.0824 1.2905 -0.9430
H 1.2444 0.2317 -2.3664
H 3.6916 0.5841 -2.3604
H 3.5366 1.6934 -0.9898
H 3.2831 3.9456 -0.3557
H 2.2006 5.4448 1.2633
H 0.0605 6.5168 0.7244
H -0.9949 6.1124 -1.4802
H 0.0874 4.6062 -3.1042
H 3.6238 -2.4920 -0.7380
H 4.5630 -4.5798 0.2103
H 4.3782 -5.0129 2.6329
H 3.2579 -3.3731 4.0900
H 2.3411 -1.2908 3.1342
Se -3.5397 -6.6585 -0.3837
Sb -2.7032 -4.9367 -1.8515
Se -4.6561 -3.1999 -2.3129
Se -1.6579 -5.5551 -3.9470
Se -2.7516 -2.5312 -1.0380
Se -4.1659 0.8271 1.5564
N -3.1005 -0.5411 1.6978
C -3.7656 -1.5565 2.2500
C -3.2328 -2.8363 2.4989
C -4.0617 -3.7906 3.0140
C -5.4066 -3.4988 3.3328
C -5.9461 -2.2591 3.1373
C -5.1392 -1.2577 2.5653
N -5.5230 -0.0130 2.2647
H -2.1846 -3.0258 2.3035
H -3.6865 -4.7889 3.1867
H -6.0211 -4.2843 3.7485
H -6.9686 -2.0270 3.3973
C -3.7758 0.6661 -2.1482
P -1.9437 0.9233 -2.0170
C -1.9375 2.3462 -0.8299
C -1.7438 1.7797 -3.6383
C -2.2744 3.0267 -3.9462
C -2.1481 3.5449 -5.2225
C -1.4973 2.8201 -6.2075
C -0.9499 1.5854 -5.9062
C -1.0685 1.0741 -4.6275
H -4.2976 1.5699 -2.4674
H -4.1518 0.3685 -1.1671
H -3.9838 -0.1388 -2.8521
H -2.8970 2.8682 -0.8097
H -1.1313 3.0362 -1.0815
H -1.7187 1.9502 0.1648
H -2.8029 3.5960 -3.1937
H -2.5663 4.5155 -5.4608
H -1.4190 3.2191 -7.2090
H -0.4401 1.0169 -6.6714
H -0.6552 0.1035 -4.3911
*
```

Calculated values
- Total energy: -15596.085518 hartree
- ΔE to the lowest compared entry with this formula, charge and spin: 0.162 eV
- Lowest unoccupied orbital energy: 3.27 eV

Here are the Löwdin charges for atoms 1 to 99, given in e: 0.748 0.005 -0.651 -0.167 -0.177 -0.003 -0.006 -0.185 -0.060 -0.102 -0.084 -0.048 -0.266 0.095 0.115 0.112 0.105 0.093 0.095 0.064 -0.072 -0.287 0.000 -0.095 -0.315 0.041 -0.138 -0.029 -0.137 -0.181 -0.100 -0.012 -0.342 -0.178 -0.105 0.003 -0.264 0.071 -0.350 -0.482 1.214 -0.550 -0.129 -0.083 -0.086 -0.104 -0.181 -0.175 -0.027 -0.090 -0.089 -0.074 -0.021 0.066 0.070 0.071 0.118 0.111 0.098 0.098 0.108 0.125 0.133 0.091 0.075 0.047 0.036 0.095 0.097 0.101 0.099 0.077 0.112 0.100 0.100 0.106 0.125 -0.214 -0.092 -0.059 -0.136 -0.085 1.174 -0.273 -0.389 -0.026 -0.058 -0.081 -0.042 -0.380 -0.233 0.080 0.108 0.096 0.102 -0.308 0.898 -0.284 -0.381


No. 6
12 unconnected molecules or ions with the total composition C18H60O12, computed with the ωB97M-V functional and the def2-TZVPD basis.

ORCA input file:
```
! RIJCOSX wB97M-V def2-TZVPD def2/J DEFGRID3
* xyz 1 2
C 12.0071 -16.3278 -12.4625
C 13.2004 -16.3482 -13.3479
O 13.5964 -15.0342 -13.4534
H 11.6836 -17.3641 -12.3656
H 11.1857 -15.7770 -12.9208
H 12.1969 -15.9649 -11.4523
H 13.0168 -16.8255 -14.3104
H 13.9678 -16.9692 -12.8858
H 12.9572 -14.5489 -13.9802
C 9.3837 -9.1390 -11.8681
C 9.8150 -8.7423 -10.4572
O 10.5837 -7.5252 -10.4654
H 9.3230 -10.2264 -11.9119
H 9.9910 -8.7412 -12.6811
H 8.4742 -8.5842 -12.0987
H 10.3805 -9.5681 -10.0254
H 8.8876 -8.7106 -9.8854
H 9.9075 -6.8648 -10.6334
C 6.0326 -9.7676 -10.0857
C 6.0711 -11.2154 -10.3684
O 5.1844 -11.4714 -11.4128
H 6.8806 -9.5306 -9.4432
H 5.1109 -9.2803 -9.7676
H 6.1543 -9.2704 -11.0480
H 5.6243 -11.6914 -9.4955
H 7.0726 -11.5808 -10.5958
H 5.7571 -11.7333 -12.1374
C 9.2090 -16.9492 -6.9956
C 9.5351 -16.2688 -8.3453
O 10.8059 -15.8331 -8.6148
H 9.9934 -17.6967 -6.8766
H 8.2568 -17.4317 -6.7750
H 9.3450 -16.2764 -6.1489
H 8.8238 -15.4436 -8.3132
H 9.2633 -16.9807 -9.1247
H 11.2923 -15.8202 -7.7872
C 9.6102 -15.4032 -15.2805
C 10.1989 -14.0606 -15.6968
O 11.4834 -13.8068 -15.1257
H 8.8175 -15.6978 -15.9681
H 9.1682 -15.3132 -14.2882
H 10.3461 -16.2041 -15.2078
H 9.4660 -13.3465 -15.3211
H 10.1285 -14.0142 -16.7835
H 11.4950 -12.8487 -15.1853
C 13.3063 -10.8898 -10.5500
C 13.9959 -10.6786 -11.9425
O 13.0569 -10.0073 -12.7660
H 12.3175 -11.3203 -10.7085
H 13.1540 -9.9603 -10.0014
H 13.7463 -11.6116 -9.8619
H 14.2363 -11.5768 -12.5113
H 14.8742 -10.0437 -11.8269
H 13.2361 -9.0682 -12.6788
C 10.6768 -11.9316 -6.9696
O 9.8804 -11.3992 -8.0364
H 10.3314 -12.8839 -6.5673
H 11.6733 -11.9747 -7.4094
H 10.6852 -11.2293 -6.1361
H 9.5922 -12.1896 -8.4986
C 10.1432 -13.4802 -11.3748
O 9.8618 -13.6805 -9.9901
H 9.9144 -14.3920 -11.9264
H 9.4749 -12.7145 -11.7688
H 11.2094 -13.3378 -11.5512
H 10.3223 -14.4455 -9.6375
C 14.3675 -14.1647 -10.2049
O 15.5716 -14.0687 -11.0249
H 13.6032 -13.6740 -10.8076
H 14.1190 -15.2226 -10.1195
H 14.3628 -13.6824 -9.2274
H 15.3590 -14.3318 -11.9233
C 8.9036 -17.9485 -11.9840
O 9.3226 -19.0372 -12.7077
H 9.2862 -17.0121 -12.3900
H 7.8194 -17.8369 -11.9997
H 9.2290 -18.0206 -10.9462
H 8.9213 -18.9104 -13.5705
C 6.2874 -14.6118 -10.1022
O 6.0854 -14.9146 -8.7624
H 7.2392 -14.0957 -10.2286
H 6.4580 -15.5884 -10.5551
H 5.4670 -14.1180 -10.6230
H 5.3828 -14.3583 -8.4180
C 6.5269 -13.9025 -14.0919
O 7.1704 -12.8555 -13.3285
H 6.8251 -14.9017 -13.7744
H 5.4782 -13.8068 -14.3734
H 7.1633 -13.8154 -14.9725
H 7.5260 -12.2576 -13.9900
*
```

Calculated values
- Total energy: -1624.068654 hartree
- ⟨S²⟩: 0.756
- ΔE to the lowest compared entry with this formula, charge and spin: 2.109 eV
- Lowest unoccupied orbital energy (spin up / spin down): -2.32 / -9.43 eV

Table of Löwdin atomic charges, one value per atom, all in e: -0.096 -0.323 -0.070 0.080 0.034 0.067 0.121 0.125 0.048 -0.081 -0.304 -0.060 0.053 0.075 0.067 0.080 0.088 0.083 -0.087 -0.366 -0.062 0.064 0.090 0.076 0.109 0.102 0.047 -0.048 -0.332 -0.052 0.080 0.091 0.072 0.098 0.103 0.115 -0.083 -0.286 -0.060 0.087 0.039 0.079 0.092 0.120 0.097 -0.072 -0.267 -0.097 0.040 0.076 0.040 0.105 0.116 0.085 -0.051 0.034 0.096 0.107 0.105 0.059 -0.025 0.025 0.089 0.082 0.103 0.051 -0.143 -0.115 0.040 0.071 0.074 0.051 -0.208 -0.075 0.045 0.083 0.070 0.088 -0.160 -0.071 0.062 0.083 0.094 0.091 -0.104 -0.148 0.074 0.095 0.061 0.078